Entry 1:
A molecular structure, C8H32BF6NO12S2V in a non-equilibrium geometry, computed with ωB97M-V/def2-TZVPD.

Each line ends with the Mulliken charge.
Cartesian coordinates (Å):
1 V -1.974 1.405 0.586  0.7045
2 B -0.067 -0.927 -0.726  -0.5520
3 F -0.669 -2.177 -0.742  -0.3696
4 F -0.726 -0.106 0.159  1.2897
5 F 1.211 -1.139 -0.267  -0.3748
6 F -0.049 -0.353 -1.937  -0.0428
7 N -2.664 0.336 2.133  0.2050
8 S -3.056 -1.141 2.579  0.8299
9 O -4.502 -1.415 2.676  -0.5142
10 O -2.126 -1.874 3.461  -0.4557
11 F -2.703 -1.810 1.148  -0.2511
12 S -2.871 0.744 3.879  0.7827
13 O -1.681 0.639 4.734  -0.4643
14 O -4.199 0.582 4.491  -0.4552
15 F -2.961 2.303 3.508  -0.2905
16 C 0.646 2.853 -0.953  -0.8625
17 O -0.752 2.498 -0.863  -0.1862
18 H 0.850 2.826 -2.023  0.3610
19 H 1.124 3.731 -0.518  0.4019
20 H 1.246 2.072 -0.486  0.1842
21 H -1.106 3.140 -1.483  0.2575
22 C -3.246 0.817 -2.365  -0.6898
23 O -3.079 0.470 -0.981  -0.1394
24 H -4.155 1.401 -2.514  0.3731
25 H -2.369 1.362 -2.713  0.0044
26 H -3.255 -0.089 -2.970  0.4077
27 H -3.625 -0.316 -0.909  0.2411
28 C 2.916 0.178 -3.122  -0.5569
29 O 1.724 0.316 -3.921  -0.5654
30 H 3.058 1.081 -2.528  0.1784
31 H 2.882 -0.735 -2.528  0.1929
32 H 3.768 0.185 -3.802  0.3453
33 H 0.969 -0.112 -3.508  0.3479
34 C 0.175 3.229 2.378  -0.9546
35 O -0.221 1.976 1.915  0.8440
36 H 0.358 3.241 3.452  0.3542
37 H 1.160 3.404 1.943  0.3046
38 H -0.491 4.085 2.273  0.3523
39 H 0.327 1.386 2.437  -0.1921
40 C 4.553 -1.469 0.570  -0.3265
41 O 5.170 -1.204 1.839  -0.5186
42 H 3.624 -0.911 0.454  -0.0998
43 H 5.128 -1.053 -0.257  0.3303
44 H 4.467 -2.546 0.425  0.3330
45 H 5.999 -1.687 1.829  0.2965
46 C 1.585 -0.689 3.469  -0.9697
47 O 0.667 -0.515 2.406  -0.2314
48 H 1.299 -0.021 4.282  0.3172
49 H 1.647 -1.735 3.768  0.3371
50 H 2.620 -0.542 3.160  0.3250
51 H 0.953 -1.192 1.789  -0.0026
52 C -0.142 -4.737 1.574  -0.3871
53 O -0.522 -4.676 0.238  -0.5503
54 H 0.870 -4.375 1.753  0.1819
55 H -0.776 -4.081 2.171  0.0749
56 H -0.124 -5.795 1.834  0.2969
57 H -0.502 -3.740 0.027  0.4965
58 C -1.359 1.132 -5.335  -0.1578
59 O -0.606 0.950 -6.556  -0.5272
60 H -0.713 0.886 -4.492  -0.1335
61 H -1.766 2.128 -5.161  0.3126
62 H -2.185 0.430 -5.218  0.2393
63 H 0.249 1.376 -6.461  0.3190

Forces on atoms 1 to 3 (eV/Å):
2.514 -2.358 0.950
2.028 -3.731 -1.197
-0.899 0.514 -0.173

Summary:
2S+1: 3
ΔE to the lowest compared entry with this formula, charge and spin, eV: 0.0000
Net charge: +1
Orbital gap (spin up / spin down), eV: 3.09 / 4.72

Entry 2:
A molecular structure, C8H32Ba3NO8 in a non-equilibrium geometry, computed with ωB97M-V/def2-TZVPD.

Each line ends with the Mulliken charge.
Cartesian coordinates (Å):
1 N -2.691 -7.658 0.860  -0.4795
2 H -2.930 -7.527 -0.112  0.3562
3 H -2.412 -6.692 0.959  0.3571
4 H -2.000 -8.388 0.959  0.3823
5 H -3.538 -7.722 1.407  0.3647
6 Ba -7.252 -5.040 -1.654  1.0928
7 Ba -6.105 -3.316 4.576  1.2726
8 Ba -6.096 1.177 0.095  1.5461
9 O -1.501 0.747 0.307  -0.4035
10 C -0.807 -0.447 0.609  -0.2708
11 C -1.377 -1.863 0.235  -0.1445
12 O -2.747 -2.310 0.481  -0.5373
13 H -0.505 -0.406 1.655  0.3032
14 H 0.188 -0.346 0.175  0.2936
15 H -0.691 -2.515 0.774  0.2524
16 H -0.984 -2.040 -0.766  0.3104
17 C -1.394 -0.379 -5.692  -0.5626
18 O -1.725 0.830 -5.032  -0.4869
19 H -0.653 -0.914 -5.097  0.2395
20 H -2.245 -1.047 -5.821  0.2551
21 H -0.924 -0.310 -6.673  0.2702
22 H -1.586 0.764 -4.084  0.2852
23 C -0.559 6.754 -2.917  -0.4671
24 O -1.503 6.342 -1.990  -0.4727
25 H -1.098 6.774 -3.864  0.2108
26 H -0.382 7.770 -2.564  0.2246
27 H 0.423 6.282 -2.876  0.2799
28 H -1.249 5.522 -1.561  0.2758
29 C 3.008 2.138 -5.435  -0.5789
30 O 2.019 3.052 -5.800  -0.4178
31 H 2.965 1.441 -4.599  0.2508
32 H 3.151 1.453 -6.271  0.2844
33 H 3.936 2.704 -5.361  0.2715
34 H 1.185 2.618 -5.609  0.2881
35 C 2.352 5.150 1.887  -0.4094
36 O 1.142 4.845 2.532  -0.4642
37 H 2.478 4.423 1.085  0.2224
38 H 2.421 6.200 1.604  0.2211
39 H 3.039 4.975 2.715  0.2282
40 H 0.710 4.052 2.208  0.2783
41 C 4.877 0.351 3.682  -0.5248
42 O 6.196 0.020 4.060  -0.4654
43 H 4.880 0.854 2.715  0.2453
44 H 4.135 -0.446 3.732  0.2259
45 H 4.445 1.114 4.330  0.2772
46 H 6.769 0.783 3.953  0.3235
47 C -0.720 -4.627 5.997  -0.5175
48 O -1.874 -5.415 5.852  -0.5690
49 H 0.102 -5.150 5.508  0.2432
50 H -0.713 -3.619 5.583  0.2213
51 H -0.501 -4.666 7.064  0.2748
52 H -1.656 -6.290 6.181  0.3432

Forces on atoms 1 to 3 (eV/Å):
-0.860 1.673 -1.092
-0.462 -1.218 -0.914
1.466 0.363 1.222

Summary:
ΔE to the lowest compared entry with this formula, charge and spin, eV: 5.6842
Net charge: +5
Orbital gap, eV: 1.70

Entry 3:
9 unconnected molecules or ions with the total composition C8H32ClN10O12 in a non-equilibrium geometry, computed with ωB97M-V/def2-TZVPD.

Each line ends with the Mulliken charge.
Cartesian coordinates (Å):
1 Cl -0.771 -0.658 -0.090  1.6459
2 O -2.038 -1.337 -0.087  -0.6525
3 O -0.214 -0.848 1.239  -0.7752
4 O 0.213 -1.217 -1.013  -0.6867
5 O -0.982 0.762 -0.305  -0.6654
6 C 0.902 2.413 3.060  0.6289
7 O 1.821 3.102 2.635  -0.6856
8 N 1.013 1.046 2.801  -0.3979
9 N -0.191 2.746 3.792  -0.4458
10 H 1.759 0.781 2.162  0.1225
11 H 0.152 0.593 2.574  0.2970
12 H -0.411 3.694 3.613  0.2269
13 H -1.029 2.151 4.014  0.3365
14 C -2.888 0.499 3.512  0.7837
15 O -2.230 0.966 4.457  -0.8177
16 N -3.760 -0.482 3.654  -0.3027
17 N -2.758 1.035 2.241  -0.2999
18 H -3.772 -0.921 4.552  0.2055
19 H -4.272 -0.996 2.954  0.1429
20 H -2.899 0.439 1.433  0.1512
21 H -2.005 1.683 2.280  0.1444
22 C 2.850 -3.947 -0.935  0.6253
23 O 3.799 -4.688 -1.181  -0.6725
24 N 2.721 -3.103 0.135  -0.3208
25 N 1.812 -3.906 -1.852  -0.5031
26 H 1.987 -2.380 0.235  0.1624
27 H 3.551 -2.907 0.659  0.2237
28 H 1.025 -3.301 -1.682  0.2823
29 H 2.214 -3.887 -2.774  0.2528
30 C 5.653 -2.008 -3.891  0.4754
31 O 5.585 -2.551 -5.024  -0.7144
32 N 5.052 -2.545 -2.813  -0.1782
33 N 6.172 -0.737 -3.588  -0.3390
34 H 5.123 -2.118 -1.891  0.2119
35 H 4.968 -3.537 -2.888  0.1908
36 H 6.610 -0.267 -4.370  0.2029
37 H 6.235 -0.389 -2.641  0.2251
38 C 4.011 0.363 -0.276  0.5433
39 O 4.841 -0.452 -0.567  -0.7081
40 N 4.106 1.020 0.912  -0.4343
41 N 2.886 0.430 -0.960  -0.3084
42 H 3.487 1.747 1.158  0.2406
43 H 4.983 0.728 1.395  0.1896
44 H 2.770 -0.205 -1.729  0.2384
45 H 2.025 0.717 -0.539  0.1501
46 C -3.761 1.557 -3.081  -0.6471
47 O -2.778 2.228 -2.352  -0.4681
48 H -4.272 2.235 -3.803  0.2782
49 H -3.334 0.829 -3.829  0.2510
50 H -4.519 1.052 -2.509  0.2604
51 H -2.276 1.600 -1.778  0.3202
52 C -5.638 -2.252 0.366  -0.4029
53 O -5.245 -2.344 1.733  -0.5290
54 H -5.393 -3.173 -0.250  0.2878
55 H -6.725 -2.072 0.327  0.2679
56 H -5.194 -1.306 0.023  0.0432
57 H -5.286 -3.266 1.961  0.2737
58 C -2.710 4.645 0.088  -0.5499
59 O -2.213 4.867 -1.202  -0.5045
60 H -3.368 3.788 0.354  0.2391
61 H -1.938 4.514 0.889  0.1612
62 H -3.216 5.589 0.340  0.3079
63 H -2.241 3.978 -1.651  0.4192

Forces on atoms 1 to 3 (eV/Å):
1.011 -0.691 1.990
-0.261 -0.064 -1.090
0.092 0.127 -0.268

Summary:
Net charge: -1
Orbital gap, eV: 9.15

Entry 4:
A molecular structure, C8H32N12O9 in a non-equilibrium geometry, computed with ωB97M-V/def2-TZVPD.

Each line ends with the Mulliken charge.
Cartesian coordinates (Å):
1 C -2.470 0.599 1.745  -0.3758
2 C -2.971 1.114 0.326  0.6514
3 O -4.122 1.953 0.563  -0.6656
4 O -3.434 -0.212 2.403  -0.6454
5 H -2.088 1.388 2.392  0.4453
6 H -1.640 -0.099 1.627  0.3834
7 H -3.305 0.345 -0.370  -0.1893
8 H -2.140 1.618 -0.166  -0.8274
9 H -3.889 2.801 0.178  0.4811
10 H -4.315 0.162 2.470  0.3850
11 C -0.290 -1.158 -2.793  -0.3657
12 O 0.203 -1.157 -3.900  -0.7822
13 N -1.499 -1.508 -2.478  -0.1410
14 N 0.305 -0.745 -1.697  -0.1233
15 H -1.782 -1.567 -1.510  -0.5732
16 H -2.193 -1.806 -3.148  0.2359
17 H 1.207 -0.297 -1.623  0.0245
18 H -0.403 -0.627 -0.987  0.9802
19 C -1.272 2.610 -1.075  0.5806
20 O -2.015 2.126 -1.885  -0.6816
21 N -1.094 3.900 -0.725  -0.3267
22 N -0.567 1.735 -0.330  0.2170
23 H -0.320 4.199 -0.150  0.1856
24 H -1.706 4.611 -1.100  0.2334
25 H -0.063 2.028 0.495  0.4711
26 H -0.701 0.750 -0.511  1.8348
27 C -1.745 -1.592 0.152  -0.6507
28 O -1.299 -0.705 -0.465  0.4932
29 N -1.260 -1.831 1.385  -0.2923
30 N -2.521 -2.519 -0.340  0.0568
31 H -0.413 -1.382 1.703  0.2353
32 H -1.633 -2.625 1.884  0.3542
33 H -2.870 -3.258 0.252  0.3177
34 H -2.919 -2.277 -1.236  0.1270
35 C 1.217 -2.347 0.447  0.7256
36 O 1.024 -1.474 1.259  -0.6537
37 N 0.337 -2.794 -0.450  -0.2224
38 N 2.402 -2.761 0.144  -0.3828
39 H -0.590 -2.421 -0.302  0.7328
40 H 0.602 -3.325 -1.268  0.3460
41 H 2.603 -3.436 -0.580  0.1763
42 H 3.110 -2.403 0.770  0.3669
43 C 1.493 2.574 0.452  0.2101
44 O 0.389 2.898 0.798  -0.8113
45 N 1.773 1.331 0.210  0.5055
46 N 2.497 3.399 0.361  -0.3181
47 H 0.988 0.720 0.040  -0.4988
48 H 2.754 1.128 0.076  0.2887
49 H 3.374 2.968 0.107  0.1267
50 H 2.476 4.375 0.621  0.2731
51 C 3.724 -0.645 1.089  0.1244
52 O 3.538 -0.809 2.318  -0.7010
53 N 4.863 -0.411 0.515  -0.3693
54 N 2.769 -0.546 0.203  -0.8332
55 H 5.691 -0.367 1.092  0.2700
56 H 4.969 -0.152 -0.455  0.1618
57 H 2.995 -0.330 -0.758  0.4969
58 H 1.817 -0.773 0.451  0.1190
59 O 0.121 0.049 0.705  -0.9558
60 H -0.587 -0.480 0.338  -1.0574
61 H 0.874 -0.541 0.731  -0.1736

Forces on atoms 1 to 3 (eV/Å):
-0.669 -0.107 -1.616
-1.136 -0.016 2.558
0.252 0.027 -0.063

Summary:
ΔE to the lowest compared entry with this formula, charge and spin, eV: 33.7062
Net charge: 0
Orbital gap, eV: 7.24

| no. | total energy (a.u.) |
| --- | --- |
| 1 | -3645.74736 |
| 2 | -1054.58995 |
| 3 | -2234.66065 |
| 4 | -1657.29531 |